(1)
Below is one molecule with the formula C3H4N4O in a non-equilibrium geometry, with properties calculated with ωB97M-V with the def2-TZVPD basis set.

Properties
HOMO = -9.96 eV
Electronic energy = -410.8381 hartree
Max |F| = 9.8 eV/A
SMILES = N#C/C=N\NC(N)=O
Energy relative to the best compared isomer or geometry (same formula, charge and spin) = 4.496 eV

The geometry in XYZ format:
```
12
C3H4N4O | OMol25 | ωB97M-V with the def2-TZVPD basis set
H 0.08434 0.91567 0.23308
H -1.17336 2.17187 -0.05855
C -1.70420 0.02969 0.01748
N 3.40763 0.94329 -0.21778
C 2.40564 0.17396 -0.18233
N -1.97605 1.43883 0.04938
H 2.11706 -1.98226 0.02728
N -0.33662 -0.02864 0.63667
H -2.91029 1.52746 -0.21559
C 1.51269 -1.02811 -0.05683
O -2.57403 -0.83528 -0.46349
N 0.21785 -1.06829 0.25341
```

Atom charges from the natural (NBO) analysis, given in e for atoms 1 to 8: atom 1 (H): 0.328, atom 2 (H): 0.412, atom 3 (C): 0.765, atom 4 (N): -0.271, atom 5 (C): 0.165, atom 6 (N): -0.863, atom 7 (H): 0.249, atom 8 (N): -0.379

=====

(2)
Below is C11H14BCrN7S as an isolated structure in a non-equilibrium geometry, with properties calculated with ωB97M-V with the def2-TZVPD basis set.

Properties
HOMO (alpha / beta) = -7.11 / -8.60 eV
Spin multiplicity = 5
Electronic energy = -2278.4352 hartree
Max |F| = 5.7 eV/A
Energy relative to the best compared isomer or geometry (same formula, charge and spin) = 0.000 eV

The geometry in XYZ format:
```
35
C11H14BCrN7S | OMol25 | ωB97M-V with the def2-TZVPD basis set
H 3.94920 -2.50435 -2.35954
C -2.49337 -0.39618 -4.31651
C -0.00496 -0.01399 2.82436
C -1.26240 0.17799 -4.57505
C 2.58401 -0.95815 -3.09062
Cr 0.04321 -0.07439 -0.20454
H -3.28329 -0.58627 -5.00826
S 0.00483 0.01195 4.37541
B 0.78154 0.82773 -3.20583
N -1.35901 -0.24183 -2.33657
H -0.03221 3.08013 0.83175
H -1.12222 -3.21780 1.36347
N 1.41584 -0.78442 -1.22155
C -2.51632 -0.64362 -2.92233
H 1.02837 3.58816 -3.32335
H -2.82165 -3.26503 0.82504
C -2.12778 -2.84031 1.54175
H 2.86413 -0.73623 -4.10887
C 0.50612 3.90783 -1.17109
H 0.55960 4.97406 -1.02695
N 0.58204 1.92887 -2.14462
C 3.11657 -1.84414 -2.18597
H 1.28828 1.21810 -4.22334
H -0.82579 0.51034 -5.51171
N 1.57714 -0.30497 -2.52479
N 0.24371 1.72154 -0.80688
C 2.38349 -1.72006 -1.01575
N 0.00150 -0.02772 1.60797
C 0.73640 3.23048 -2.35005
H -2.08151 -1.75232 1.47744
H -2.48645 -3.17403 2.50967
N -0.61316 0.26568 -3.40875
C 0.19612 2.94947 -0.21312
H 2.50768 -2.21776 -0.07335
H -3.33967 -1.08868 -2.42237
```

Atom charges from the natural (NBO) analysis, given in e for atoms 1 to 8: atom 1 (H): 0.235, atom 2 (C): -0.362, atom 3 (C): 0.180, atom 4 (C): -0.002, atom 5 (C): 0.031, atom 6 (Cr): 1.278, atom 7 (H): 0.226, atom 8 (S): -0.070

=====

(3)
Below is C10H14BN7O3Os as an isolated structure in a non-equilibrium geometry, with properties calculated with ωB97M-V with the def2-TZVPD basis set.

Properties
HOMO (alpha / beta) = -23.39 / -23.10 eV
Spin multiplicity = 5
Electronic energy = -1111.8958 hartree
Max |F| = 5.5 eV/A
Charge = +4
Energy relative to the best compared isomer or geometry (same formula, charge and spin) = 0.086 eV

The geometry in XYZ format:
```
36
C10H14BN7O3Os | OMol25 | ωB97M-V with the def2-TZVPD basis set
B -1.17863 1.25648 -1.49792
H 0.40571 -1.81097 3.27905
N 0.38056 1.35563 0.52378
N 1.12041 -2.48419 4.31593
N -0.30177 2.05314 -0.48416
H 2.70784 -1.78060 1.47809
N -1.57346 -0.48744 0.28091
N 0.52848 -0.68915 -1.38757
Os 0.48156 -0.63105 0.46564
C 1.29146 -1.43752 -2.25591
H 3.20344 -1.06080 -0.12492
C 0.96778 3.50616 0.62779
O 1.44015 -3.65745 4.09328
C 1.13065 2.25825 1.22337
C 1.03058 -1.01135 -3.55664
O 1.41334 -1.86843 5.34601
H 1.45023 4.41614 0.93262
H 1.73165 1.92985 2.05994
C -3.75888 -0.87897 0.21120
H 1.45991 -1.40194 -4.44144
H 3.04381 0.00095 1.35704
C -3.45048 0.10500 -0.72071
H -4.05566 0.64627 -1.42758
N -2.13257 0.35434 -0.66650
H 1.96617 -2.18978 -1.86921
C -2.56525 -1.22880 0.84021
N -0.21408 0.23448 -2.17538
C 2.66813 -0.88991 0.82403
O 0.13156 -1.35121 2.23131
H -0.30618 4.02681 -1.16218
H -0.37713 0.63249 -4.20525
C 0.08314 3.33568 -0.43058
C 0.09591 0.02550 -3.45539
H -1.75394 1.95651 -2.26895
H -4.72362 -1.30296 0.41144
H -2.34080 -1.93114 1.62864
```

Atom charges from the natural (NBO) analysis, given in e for atoms 1 to 8: atom 1 (B): 0.492, atom 2 (H): 0.493, atom 3 (N): -0.172, atom 4 (N): 0.327, atom 5 (N): -0.289, atom 6 (H): 0.254, atom 7 (N): -0.267, atom 8 (N): -0.263

=====

(4)
Below is one molecule with the formula C2H6N2S in a non-equilibrium geometry, with properties calculated with ωB97M-V with the def2-TZVPD basis set.

Properties
HOMO = -9.04 eV
Electronic energy = -587.3613 hartree
Max |F| = 5.8 eV/A
SMILES = [H]/N=C(/C)NS
Energy relative to the best compared isomer or geometry (same formula, charge and spin) = 3.883 eV

The geometry in XYZ format:
```
11
C2H6N2S | OMol25 | ωB97M-V with the def2-TZVPD basis set
H -1.94695 0.70665 -0.06761
C -0.81731 1.18526 -0.22557
C -0.38851 -0.18537 -0.26541
N -1.33314 -1.09315 -0.15061
S 2.29570 -0.00798 -0.21699
H -0.84480 1.69825 0.90952
H 2.46863 0.26756 1.17815
H -0.99170 -2.05883 0.31635
H 1.11898 -1.89278 -0.46286
H -0.42866 2.16974 -0.84407
N 0.86777 -0.78936 -0.17089
```

Atom charges from the natural (NBO) analysis, given in e for atoms 1 to 8: atom 1 (H): 0.325, atom 2 (C): -0.769, atom 3 (C): 0.392, atom 4 (N): -0.713, atom 5 (S): 0.196, atom 6 (H): 0.255, atom 7 (H): 0.087, atom 8 (H): 0.338

=====

(5)
Below is a 11-piece molecular cluster, C47H55N11 overall in a non-equilibrium geometry, with properties calculated with ωB97M-V with the def2-TZVPD basis set.

Properties
HOMO = -7.76 eV
Electronic energy = -2426.0982 hartree
Max |F| = 5.6 eV/A
SMILES = c1cc[nH]c1.c1cc[nH]c1.c1cc[nH]c1.c1cc[nH]c1.c1cc[nH]c1.c1cc[nH]c1.c1cc[nH]c1.c1cc[nH]c1.c1ccncc1.c1ccncc1.c1ccncc1
Energy relative to the best compared isomer or geometry (same formula, charge and spin) = 3.268 eV

The geometry in XYZ format:
```
113
C47H55N11 | OMol25 | ωB97M-V with the def2-TZVPD basis set
H -0.59519 -1.43944 5.52850
C 5.50491 -0.45328 -0.41188
H 0.46238 2.28356 -0.61967
H 1.10501 -4.32646 3.28332
H 3.34125 -1.16152 4.54599
C -0.34655 -5.65963 1.92730
H -7.77289 0.67815 4.38077
H -1.40340 2.58691 1.02318
H 6.27546 0.30276 -0.37911
C 3.15565 -2.20785 4.35330
H 3.70910 0.62479 0.19410
C 2.77795 -1.11109 -6.08134
H -1.29014 -3.70479 2.23217
C 3.35902 2.26732 -2.51600
C 4.12048 -0.33259 -0.08977
C -0.94887 1.62850 0.82002
C -1.76095 -1.99786 -2.44510
H 1.17453 -6.95301 0.96017
C 4.51384 2.90658 -2.02979
H 0.03294 8.04031 -2.75678
H -1.24105 5.02037 0.67578
C -6.76166 2.28954 3.54971
H -4.09180 2.08094 1.55206
H -2.61168 -2.08312 -0.37050
H -3.92503 4.34887 -2.46725
N 0.18265 -0.89869 0.41371
C 1.61757 -1.74898 -5.59699
H -0.95877 -3.74945 6.11530
H -0.77616 -1.59056 -2.26993
C 3.87489 -3.40471 4.59810
C -6.91987 0.90111 3.75704
C -2.38099 -1.77845 4.11536
N -4.89169 0.48926 2.48665
H -5.74450 3.77278 2.42364
C -2.18864 4.88539 0.17554
H 0.97864 -2.27298 -3.57160
H 0.26328 -2.84501 0.63261
N -1.51979 -3.35936 5.37154
H 1.66451 -4.72923 -0.51502
H 3.27478 -0.96039 -2.87883
C -2.54945 -3.91561 4.62810
C 0.67313 -6.00251 1.06762
H 2.63402 1.70035 -1.95093
C -0.73163 -0.70440 1.36223
C -3.45540 4.88392 0.75817
N 3.48790 -0.61135 -4.99784
C 2.02350 -2.48608 3.73645
C -0.57480 -4.36167 1.75974
N -2.26845 4.76134 -1.17066
C -4.86485 1.79409 2.24956
H 3.23367 -5.51381 4.23942
H -0.92717 -1.60092 1.93180
H -1.58774 -2.38967 -4.51936
N 1.90286 -3.86126 3.69212
H -1.48310 4.69167 -1.80192
C 3.91426 3.10903 -4.68669
C -3.18157 -2.88407 3.94513
C 5.32748 3.54888 -2.88487
N 0.21569 -3.83703 0.81626
H 2.15631 1.92335 -4.28176
H 0.61693 3.74036 -2.77432
N 4.54618 -2.46354 -0.73147
H 3.65989 3.19580 -5.73271
C 0.58871 4.78018 -2.48382
C 3.06544 -4.44793 4.19484
C 0.15208 5.86004 -3.18848
N -3.74331 -2.68704 -2.03829
C -4.36885 4.51048 -0.27775
C -2.15860 -2.47330 -3.60639
H -4.60770 -2.93838 -1.58030
N 1.09255 5.32277 -1.30699
C -3.49081 -2.96427 -3.40033
H -3.59080 5.08540 1.81053
H -4.25195 -3.49408 -3.95383
H -0.82649 -6.36205 2.59263
H -2.58511 -0.87724 3.55629
H -5.43767 4.37622 -0.20032
C 0.32056 7.05899 -2.40940
H -0.35555 5.84544 -4.14163
H -2.19165 0.67239 2.26325
H -6.13757 -0.97546 3.42129
H 4.85016 -3.52433 5.04637
H 4.70804 2.88976 -0.96752
C 5.71913 -1.74280 -0.87511
H -2.82024 -4.94028 4.83580
C -5.72960 2.75528 2.78540
C 0.95986 6.69758 -1.21830
H 6.60146 -2.27976 -1.19064
H -7.48929 3.02566 3.85806
H 1.22410 -1.88116 3.33468
H 3.15559 -0.93467 -7.07767
C -1.34126 0.51501 1.61636
H 1.20063 7.20111 -0.29371
C 2.81140 -1.01515 -3.85284
H 0.87276 -2.29712 -6.15483
C -2.66012 -2.21417 -1.44142
H 1.60333 4.72404 -0.67397
C -3.59793 4.52803 -1.45368
H 4.38002 -0.13883 -4.96687
H 1.31883 0.05561 -1.10904
C 3.52218 -1.64074 -0.27201
C 1.68277 -1.70464 -4.16116
C 0.06952 1.44399 -0.06543
C 0.59075 0.15752 -0.31790
C 0.96580 -4.86941 0.29650
C -1.35965 -2.04103 5.05936
C 3.03871 2.39223 -3.87197
H 6.26868 3.94459 -2.53279
H 4.51335 -3.46583 -0.85159
H 2.49292 -1.92191 -0.10476
N 5.02417 3.74716 -4.19470
H -4.15981 -2.88881 3.48752
C -5.91645 0.07538 3.30619
```

Atom charges from the Löwdin analysis, given in e for atoms 1 to 8: atom 1 (H): 0.109, atom 2 (C): -0.121, atom 3 (H): 0.076, atom 4 (H): 0.086, atom 5 (H): 0.094, atom 6 (C): -0.149, atom 7 (H): 0.101, atom 8 (H): 0.081

=====

(6)
Below is C48H60AsI2N4SSc as an isolated structure, with properties calculated with ωB97M-V with the def2-TZVPD basis set.

Properties
HOMO = -6.66 eV
Electronic energy = -6074.2451 hartree
Max |F| = 0.5 eV/A
Energy relative to the best compared isomer or geometry (same formula, charge and spin) = 1.825 eV

The geometry in XYZ format:
```
117
C48H60AsI2N4SSc | OMol25 | ωB97M-V with the def2-TZVPD basis set
H -2.40394 -5.01654 -2.91161
H -0.11184 5.86755 1.81444
C -0.14097 3.85913 2.51150
C -0.40775 3.01674 3.54978
C 1.90589 5.33110 2.35715
H -5.10042 -3.59196 2.12047
C -0.07238 2.43001 -4.86497
H 3.18438 -0.79989 -3.17939
C -4.37022 -4.58794 -2.12889
N -0.70718 1.59662 -1.27818
H -1.46205 4.13609 6.65649
H -0.33350 6.83670 -3.03779
H 1.77817 -0.21572 -2.24712
C -2.31774 -2.09253 1.71942
C -4.83418 -3.86669 3.14302
C -2.32864 -1.62134 3.92500
H 5.73092 0.34780 -0.20670
C -2.66738 -2.59135 3.03099
C -2.48628 -1.65619 5.41589
H 1.90902 -3.22795 -2.55219
N -1.77327 -0.84600 1.83417
H -0.08054 -4.00265 -4.22246
C 2.56648 -3.68586 -1.82278
H 5.46323 -0.85760 -1.50177
C -1.53030 -1.05716 -2.41741
H -2.15531 2.01075 -5.33283
H 1.15544 5.12211 -1.99710
C -0.39641 3.11994 1.29828
S 3.06770 2.55801 -0.45075
I 2.04277 -1.68875 3.74336
C 1.20191 -0.95795 -0.01607
H -1.26164 5.84599 -1.90382
H 4.83823 -5.31181 0.83759
C -1.56432 3.94486 5.58676
H -0.93519 -3.13714 5.76653
C -1.29605 0.66433 3.68609
C -0.29003 3.31171 5.01408
C -0.19887 3.60371 0.01191
C -1.76466 -0.53391 3.16203
C 4.20624 -4.85276 0.08743
H -4.72714 -4.04833 -3.00788
C 4.15482 -5.38075 -1.19573
C -2.19586 -2.32989 -0.75928
H 0.13621 5.69798 3.54014
H -0.29068 -3.38004 -5.86618
C 3.32916 -4.79678 -2.14996
C -1.91720 -2.32487 -2.99540
H -4.71915 -5.61990 -2.19560
H 0.55501 3.98589 5.17472
H -2.08647 -1.83841 -5.06472
H 2.19170 4.86031 1.41387
H 5.54784 1.08433 -3.55339
C -1.38310 2.73373 -5.60291
H -1.24431 2.69914 -6.68485
H 0.12460 4.63473 -0.06826
H -2.49487 -3.49528 -4.67412
H 5.83794 2.40550 -2.38511
H -1.78264 4.89221 5.09022
N -1.71002 -1.09268 -1.06805
H 4.75093 -6.24824 -1.45058
C -0.67946 1.27206 -2.60409
C -0.01935 3.42578 -2.49235
C 5.08004 1.84865 -2.93097
H 4.56887 1.91335 3.68042
C 1.85225 -1.96910 -0.22066
H -3.06717 -4.21782 4.33463
H 2.88853 2.64077 4.12701
H 0.34396 -2.33004 -4.58944
H -2.42209 3.28642 5.43683
C -0.70433 5.82904 -2.84257
C -2.84063 -4.52301 -2.04096
H -0.06108 2.39301 5.55717
H -3.32780 -2.30552 5.66663
H 2.24879 6.36772 2.34424
C 2.62407 -3.14265 -0.53393
H -5.27361 -3.12241 3.80958
C 2.66302 0.08297 -2.80483
C -3.31145 -3.91256 3.31580
C 3.44624 -3.73999 0.42171
As 3.86842 1.04537 -1.66358
H 0.99956 4.83130 -3.71564
C -2.33304 -3.11475 -1.96780
H 2.43890 4.80557 3.15273
N -0.81564 1.85384 1.60724
C -1.22517 -2.15047 6.13359
C -0.23571 2.41202 -3.37644
C -1.04879 0.03903 -3.12459
H -1.39147 -2.21651 7.21093
H -2.90856 -3.77411 0.59940
H -2.89057 -4.67422 2.65610
H -1.40481 5.56295 -3.63581
C 0.38948 5.26038 2.57226
C -0.37132 -3.12713 -4.80753
C -0.32466 2.90318 -1.17930
C -2.49548 -2.77513 0.52269
C 4.98498 -0.22091 -0.75726
H -0.97323 -0.07399 -4.19979
H -1.29308 0.74969 4.76603
H 0.67538 3.17876 -5.13514
H -4.82810 -4.12775 -1.25114
C 0.44874 4.82006 -2.77319
H 3.27742 -5.20929 -3.15013
H 2.39669 0.74673 -3.62539
I 2.66467 0.84021 2.26669
H 4.50991 2.53536 -3.55270
H 4.39671 -0.82604 -0.07259
H -0.38150 -1.48277 5.94993
Sc -0.63771 0.16078 0.32636
C -1.79602 -2.68878 -4.44351
H -1.75269 3.72548 -5.33729
H 0.31540 1.46485 -5.20185
H -5.28596 -4.83486 3.36604
C -0.85226 1.77051 2.97383
C 3.51160 2.02294 3.49737
H -2.49969 -5.08005 -1.16626
H -2.74630 -0.65868 5.77846
H 3.46904 -3.33237 1.42557
```

Atom charges from the Löwdin analysis, given in e for atoms 1 to 8: atom 1 (H): 0.106, atom 2 (H): 0.110, atom 3 (C): -0.125, atom 4 (C): -0.140, atom 5 (C): -0.075, atom 6 (H): 0.069, atom 7 (C): -0.195, atom 8 (H): 0.043